(1)
The following is a DFT calculation (ωB97M-V/def2-TZVPD) of a molecular structure, C30H54O25PS3Tl at a distorted geometry.

Each line ends with the Mulliken charge.
Element x y z (Å)
Tl 21.993 9.497 2.213  1.28
P 19.667 10.403 0.219  -2.01
O 18.528 10.679 -0.829  0.55
O 20.962 11.287 0.185  -0.71
O 20.402 8.967 -0.005  0.26
O 19.248 10.229 1.727  1.06
C 22.028 15.426 -0.759  -1.55
C 22.424 13.999 -1.205  1.21
C 21.599 13.356 -2.338  0.80
O 22.422 13.249 -3.449  -0.34
C 23.643 13.721 -3.147  0.48
O 24.581 13.825 -3.967  -0.63
O 23.651 14.194 -1.887  -0.42
H 21.172 15.297 -0.098  0.28
H 21.694 16.051 -1.587  0.40
H 22.820 15.987 -0.263  0.38
H 22.409 13.324 -0.349  -0.02
H 20.658 13.837 -2.605  0.21
H 21.382 12.339 -2.013  -0.81
C 18.990 7.051 -2.839  -1.41
C 18.911 8.551 -3.322  2.30
C 20.235 9.372 -3.233  1.31
O 20.543 9.756 -4.552  -0.36
C 19.588 9.299 -5.400  0.59
O 19.609 9.403 -6.659  -0.63
O 18.725 8.552 -4.742  -0.42
H 19.746 6.449 -3.343  0.44
H 18.053 6.523 -3.017  0.44
H 19.207 7.009 -1.771  -0.05
H 18.186 9.076 -2.700  -1.06
H 20.964 8.708 -2.768  -0.27
H 20.179 10.206 -2.532  -0.92
C 17.887 13.976 -0.139  -1.12
C 16.780 12.908 0.138  1.85
C 16.868 12.355 1.474  1.82
O 15.518 12.489 1.884  -0.39
C 14.773 13.258 0.971  0.34
O 13.626 13.688 1.104  -0.60
O 15.525 13.539 -0.069  -0.45
H 17.735 14.837 0.511  0.49
H 17.839 14.347 -1.163  0.27
H 18.862 13.534 0.064  -0.17
H 16.804 12.041 -0.522  -0.83
H 17.712 12.778 2.018  -0.37
H 17.169 11.315 1.350  -0.84
C 16.610 8.042 -0.336  -0.81
C 17.135 6.739 0.242  0.41
C 18.335 6.837 1.212  0.87
O 17.865 6.235 2.367  -0.41
C 16.604 5.778 2.174  0.58
O 16.065 5.071 2.987  -0.59
O 16.158 6.145 1.004  -0.41
H 15.933 7.827 -1.163  0.45
H 17.421 8.573 -0.834  -0.38
H 16.167 8.755 0.360  0.30
H 17.277 5.963 -0.511  0.25
H 18.452 7.894 1.451  -0.54
H 19.274 6.430 0.836  0.14
C 16.057 10.834 -3.659  -1.26
C 16.615 12.261 -3.521  0.58
C 18.150 12.331 -3.525  1.19
O 18.465 13.486 -4.288  -0.41
C 17.393 13.771 -5.007  0.47
O 17.284 14.732 -5.803  -0.65
O 16.399 12.941 -4.743  -0.42
H 16.676 10.339 -4.408  0.34
H 15.049 10.927 -4.063  0.47
H 16.077 10.297 -2.711  0.09
H 16.071 12.821 -2.760  0.35
H 18.555 11.478 -4.070  -0.07
H 18.660 12.382 -2.563  -0.66
C 18.257 7.844 4.954  -1.47
C 17.589 9.214 5.019  0.99
C 16.715 9.672 3.796  1.39
O 15.491 10.031 4.351  -0.37
C 15.416 9.713 5.623  0.46
O 14.417 9.734 6.330  -0.58
O 16.629 9.185 6.054  -0.42
H 18.836 7.796 5.877  0.39
H 18.894 7.629 4.096  0.18
H 17.570 7.000 5.021  0.43
H 18.341 9.987 5.180  -0.27
H 16.620 8.796 3.155  -0.36
H 17.272 10.452 3.277  -0.57
C 25.144 6.454 -0.403  -0.73
S 23.527 5.877 0.358  0.34
O 23.244 6.833 1.555  -0.54
C 22.429 6.460 -1.025  -0.60
H 25.409 7.494 -0.209  0.05
H 25.005 6.196 -1.453  0.33
H 25.877 5.758 0.005  0.41
H 21.465 5.952 -0.984  0.39
H 22.852 6.243 -2.006  0.55
H 22.264 7.536 -0.974  -0.24
C 20.297 13.383 2.794  -0.72
S 19.845 12.280 4.183  0.77
O 20.982 11.237 4.206  -0.70
C 20.281 13.380 5.542  -1.32
H 19.546 14.147 2.591  0.45
H 20.501 12.758 1.924  -0.42
H 21.194 13.956 3.027  0.66
H 19.672 14.284 5.524  0.41
H 21.288 13.782 5.428  0.40
H 20.311 12.939 6.538  0.37
C 23.715 10.108 -1.851  -0.36
S 24.563 10.763 -0.409  0.58
O 24.404 9.689 0.628  -0.62
C 26.304 10.794 -1.017  -1.18
H 23.898 9.035 -1.905  0.57
H 24.067 10.645 -2.731  0.65
H 22.640 10.161 -1.680  -0.77
H 26.502 9.898 -1.606  0.33
H 26.986 10.911 -0.175  0.41
H 26.435 11.730 -1.560  0.42

Kohn-Sham gap in eV: 3.49
HOMO in eV: -10.2
Energy relative to the best compared isomer or geometry (same formula, charge and spin) in kcal per mole: 9.4
E in Ha: -4764.7827
Strongest force on any atom in eV/Å: 5.68
Molar mass in g/mol: 1146.295
Charge: 0

---

(2)
The following is a DFT calculation (ωB97M-V/def2-TZVPD) of C25H23N7O2S in the gas phase at a distorted geometry.

Each line ends with the Mulliken charge.
Element x y z (Å)
C 2.279 -0.549 4.559  -0.86
C 1.012 -0.183 4.542  -0.30
C 0.240 0.253 3.331  -0.79
N 0.958 0.097 2.095  1.03
C 1.352 1.094 1.288  0.88
N 1.163 2.393 1.440  -0.60
C 1.669 3.108 0.428  0.24
N 2.330 2.656 -0.624  -0.71
N 2.493 1.369 -0.796  -0.54
C 2.006 0.562 0.122  0.42
C 1.949 -0.862 0.261  0.56
C 2.394 -1.920 -0.519  -0.80
C 2.160 -3.205 -0.070  -0.39
C 1.486 -3.435 1.126  -0.76
C 1.041 -2.395 1.922  -0.65
C 1.283 -1.104 1.486  -0.25
H 0.527 -2.583 2.851  0.48
H 1.310 -4.452 1.444  0.46
H 2.499 -4.046 -0.654  0.48
H 2.910 -1.727 -1.446  0.50
S 1.420 4.850 0.470  -0.20
C -0.315 4.906 1.083  -0.62
C -1.135 4.243 -0.009  0.49
O -1.566 4.852 -0.964  -0.69
N -1.257 2.904 0.175  -0.12
C -1.436 1.878 -0.751  -0.04
C -1.366 1.802 -2.113  0.22
N -1.403 0.475 -2.485  0.02
N -1.579 -0.287 -1.335  0.50
C -1.549 0.535 -0.225  0.31
O -1.570 0.170 0.944  -0.69
C -1.326 -1.666 -1.319  -0.02
C -1.945 -2.456 -0.355  -0.39
C -1.699 -3.816 -0.326  -0.82
C -0.858 -4.398 -1.260  -0.51
C -0.234 -3.607 -2.210  -1.09
C -0.452 -2.243 -2.236  0.73
H 0.067 -1.622 -2.951  0.54
H 0.435 -4.051 -2.930  0.40
H -0.683 -5.462 -1.242  0.43
H -2.177 -4.425 0.425  0.43
H -2.599 -1.995 0.366  0.46
C -2.032 0.034 -3.709  -1.31
H -3.012 0.502 -3.849  0.36
H -2.164 -1.045 -3.672  0.50
H -1.391 0.282 -4.554  0.40
C -1.204 2.857 -3.141  -1.60
H -0.166 2.887 -3.475  0.29
H -1.840 2.670 -4.003  0.49
H -1.449 3.825 -2.710  0.42
H -1.030 2.526 1.090  0.19
H -0.366 4.409 2.048  0.34
H -0.552 5.964 1.163  0.41
H -0.008 1.315 3.424  0.45
H -0.702 -0.304 3.258  0.44
H 0.431 -0.162 5.454  0.36
H 2.768 -0.841 5.472  0.28
H 2.885 -0.576 3.669  0.22

Kohn-Sham gap in eV: 7.82
HOMO in eV: -8.0
SMILES: C=CCn1c2ccccc2c2nnc(SCC(=O)Nc3c(C)n(C)n(-c4ccccc4)c3=O)nc21
E in Ha: -1898.4239
Strongest force on any atom in eV/Å: 1.27
Molar mass in g/mol: 485.573
Charge: 0

---

(3)
The following is a DFT calculation (ωB97M-V/def2-TZVPD) of a gas-phase ion, C11H11ClN3 (charge +1) at a distorted geometry.

Each line ends with the Mulliken charge.
Element x y z (Å)
C 1.826 -0.522 -2.091  -0.43
C -1.529 -1.100 0.824  -0.35
C 1.086 1.951 1.002  -0.57
C 2.016 0.945 -2.116  -0.27
C -0.333 -0.523 1.067  -0.06
C 0.988 1.258 -0.143  0.00
C 1.070 -1.037 -1.072  0.25
C -1.933 -0.928 -0.559  0.26
C 0.448 1.465 2.299  -0.87
C 0.283 -0.092 2.349  -1.19
C 0.309 -0.029 -0.238  1.41
N 1.621 1.681 -1.225  -0.56
N -1.191 0.016 -1.133  -0.29
N -3.033 -1.498 -1.049  -0.37
Cl 0.437 -2.649 -1.133  -0.12
H 2.211 -1.149 -2.859  0.47
H -2.276 -1.522 1.630  0.27
H 1.541 2.907 0.862  0.52
H 2.528 1.341 -3.016  0.36
H 1.145 1.645 3.111  0.41
H -0.438 1.893 2.516  0.47
H -0.032 -0.481 3.268  0.52
H 1.393 -0.409 2.175  0.33
H -0.992 0.145 -2.130  0.34
H -3.705 -1.965 -0.416  0.25
H -3.439 -1.344 -1.922  0.22

Kohn-Sham gap in eV: 8.28
HOMO in eV: -12.4
Energy relative to the best compared isomer or geometry (same formula, charge and spin) in kcal per mole: 7.1
SMILES: [NH2+]=C1C=C2CCC=C3N=CC=C(Cl)[C@@]23N1
E in Ha: -1049.9112
Strongest force on any atom in eV/Å: 4.95
Molar mass in g/mol: 220.683
Charge: +1